No. 1
89
Properties=species:S:1:pos:R:3:forces:R:3 method="wB97M-V/def2-TZVPD" homo_energy_ha=-0.3689 lumo_energy_ev=-0.726 gap_ev=9.31 energy_ha=-2484.88603
C -0.459 2.860 0.170 -0.09 0.05 0.18
C 0.687 2.269 -0.208 -0.85 -0.47 0.83
C 1.000 0.826 -0.652 2.14 1.69 -0.14
O 2.204 1.040 -1.389 -0.68 -0.45 -0.10
C 2.101 1.905 -2.521 1.46 -0.13 -0.97
C 2.951 3.196 -2.423 -1.59 0.48 -0.41
C 2.032 4.444 -2.499 0.38 -0.50 0.48
C -0.126 0.024 -1.391 -2.55 -0.72 0.88
C 0.182 -0.513 -2.813 1.30 0.01 0.11
C -0.369 -1.840 -3.396 -0.52 0.03 0.07
C -0.772 -3.041 -2.540 -0.08 -0.49 -0.10
C -1.465 0.836 -1.573 0.97 -0.33 1.02
C -2.627 0.038 -2.158 -0.09 0.78 -0.37
O -3.802 0.475 -1.475 0.31 -0.20 0.41
C -4.692 -0.550 -1.152 -0.43 0.02 -0.57
C -5.637 -0.095 -0.054 0.50 -0.98 -0.60
F -6.193 1.081 -0.334 -0.03 0.74 0.19
F -6.640 -0.999 -0.046 -0.28 -0.45 0.16
C -4.999 -0.125 1.363 -0.69 1.22 0.39
F -5.976 -0.460 2.232 -0.22 -0.06 0.32
F -4.058 -1.061 1.480 0.40 -0.33 -0.50
C -4.422 1.247 1.868 0.22 -0.48 0.64
F -3.990 2.034 0.884 -0.14 0.26 -0.48
F -3.336 0.953 2.621 0.37 -0.11 0.21
C -5.366 1.986 2.833 0.38 -0.18 0.21
F -6.529 2.254 2.241 -0.57 0.06 -0.22
F -4.786 3.145 3.181 0.32 0.57 -0.11
C -0.551 -0.951 -0.223 1.11 -1.61 1.23
C 0.154 -0.408 1.048 -2.06 -0.32 -1.05
N 1.484 -0.004 0.527 0.11 0.18 1.55
C 2.240 0.793 1.585 0.07 0.56 0.93
C 1.441 1.318 2.770 0.06 0.66 0.68
C 2.363 2.227 3.627 0.16 -0.61 -0.73
C 2.447 -1.154 0.264 -0.07 -2.52 -1.22
C 2.300 -2.277 1.319 -0.44 1.60 0.91
C 2.389 -1.888 -1.096 0.54 -0.23 -0.40
C 3.309 -3.137 -1.152 0.17 0.56 -0.36
C 4.768 -2.863 -0.737 -0.18 -0.13 -0.31
H -1.163 2.483 0.908 -0.75 -0.69 -1.13
H -0.709 3.824 -0.267 0.67 0.79 1.20
H 1.562 2.886 -0.061 0.24 0.34 -1.72
H 2.548 1.349 -3.353 -0.15 -0.27 0.11
H 1.088 2.110 -2.860 -0.25 0.06 0.53
H 3.585 3.254 -3.304 0.39 -0.26 0.17
H 3.538 3.202 -1.509 0.20 -0.06 -0.06
H 1.200 4.283 -3.182 0.07 -0.01 -0.19
H 1.598 4.610 -1.515 -0.06 0.38 0.00
H 2.593 5.313 -2.833 -0.08 0.17 0.16
H 1.262 -0.535 -2.936 -0.01 -0.10 0.08
H -0.118 0.281 -3.498 -0.14 -0.02 -0.06
H -1.236 -1.601 -4.015 -0.11 0.08 0.08
H 0.360 -2.204 -4.120 0.17 0.08 0.01
H -1.476 -2.851 -1.734 -0.03 0.22 -0.06
H -1.269 -3.756 -3.199 -0.02 0.00 -0.06
H 0.056 -3.604 -2.111 0.17 0.18 0.07
H -1.794 1.057 -0.558 -0.12 0.47 -0.18
H -1.253 1.767 -2.095 -0.33 0.02 -0.17
H -2.542 -1.042 -2.057 0.26 -0.02 0.01
H -2.736 0.305 -3.213 -0.08 -0.34 -0.10
H -5.311 -0.798 -2.023 -0.13 -0.05 0.12
H -4.229 -1.478 -0.799 0.25 0.13 -0.11
H -5.483 1.416 3.751 -0.31 -0.27 -0.07
H -1.608 -1.015 0.030 -0.19 0.37 -0.45
H -0.261 -2.001 -0.255 0.21 0.13 -0.76
H 0.107 -0.996 1.961 0.56 -0.47 -0.27
H -0.512 0.425 1.270 1.00 0.78 0.32
H 2.969 0.157 2.081 -0.07 -0.55 -0.38
H 2.872 1.549 1.125 -0.39 0.15 -0.50
H 1.167 0.483 3.418 -0.32 -0.07 -0.21
H 0.553 1.893 2.525 -0.05 -0.13 -0.29
H 1.809 3.007 4.138 -0.05 -0.04 0.12
H 3.110 2.689 2.977 0.02 0.23 0.17
H 2.886 1.597 4.342 0.10 0.19 0.20
H 3.454 -0.764 0.248 -0.06 0.63 0.45
H 1.576 -3.002 0.964 0.03 -0.23 0.19
H 3.263 -2.717 1.539 0.10 -0.30 -0.26
H 1.959 -1.885 2.292 0.04 -0.29 -0.22
H 2.790 -1.266 -1.894 -0.21 0.35 0.12
H 1.408 -2.226 -1.408 -0.11 0.18 0.26
H 3.350 -3.374 -2.217 -0.18 -0.15 -0.03
H 2.866 -4.008 -0.676 0.13 0.02 0.28
H 5.029 -3.241 0.248 -0.01 0.05 0.07
H 5.433 -3.319 -1.467 0.15 -0.19 0.14
H 4.993 -1.797 -0.786 0.00 0.07 0.12
B 0.725 -2.822 5.223 -0.03 -0.36 0.33
F 1.996 -3.399 5.367 0.04 0.12 -0.15
F -0.139 -3.730 4.585 0.01 0.14 -0.17
F 0.211 -2.464 6.472 0.00 0.11 -0.11
F 0.841 -1.649 4.409 0.04 0.27 -0.39

No. 2
80
Properties=species:S:1:pos:R:3:forces:R:3 method="wB97M-V/def2-TZVPD" s2=6.08 relative_energy_kcal_mol=0.0 homo_energy_ha="-0.6613 / -0.7219" total_charge=+4 lumo_energy_ev="-12.047 / -15.526" multiplicity=5 gap_ev="5.95 / 4.12" energy_ha=-4967.46972
N -4.763 -1.475 3.890 1.26 3.02 -1.82
C -3.681 -0.801 4.258 1.04 -0.45 1.64
C -3.193 0.296 3.528 -1.21 -0.62 -0.88
C -3.869 0.649 2.331 -1.05 -0.37 0.30
C -5.086 -0.021 2.020 1.25 -0.42 1.34
C -5.475 -1.089 2.843 -1.51 -0.82 -0.47
C -3.279 1.591 1.392 -0.28 0.81 -0.76
Pd 0.408 0.539 -2.595 0.38 -1.35 0.08
P 2.748 0.699 -2.544 1.41 0.36 0.24
C -3.663 1.674 0.079 0.03 0.20 0.73
C -2.732 2.100 -0.960 0.01 0.62 0.00
C -2.829 1.565 -2.266 -0.28 -0.43 -0.11
C -1.770 1.676 -3.155 0.15 0.78 0.99
C -0.595 2.332 -2.651 0.36 1.61 -1.76
C -0.601 3.132 -1.470 -0.30 -0.69 -0.21
C -1.687 2.977 -0.635 0.94 0.15 0.15
Br 0.795 2.754 -4.108 -1.97 0.28 1.20
H -2.496 2.262 1.780 0.10 -0.87 -0.34
H -4.658 1.382 -0.257 0.38 -0.66 0.03
H -2.307 0.845 3.841 -0.25 -0.31 0.19
H -5.701 0.249 1.172 -0.10 -0.20 0.16
H -3.139 -1.133 5.158 -0.42 0.08 -0.29
H -6.386 -1.647 2.616 0.03 0.07 0.11
H -3.749 1.035 -2.531 0.38 0.14 -0.10
H -1.705 3.501 0.315 0.00 0.05 -0.22
H -1.782 1.375 -4.192 -0.28 -0.21 -0.02
H 0.245 3.776 -1.254 -0.23 0.03 0.05
P -0.163 -1.512 -1.453 -0.57 -1.57 0.39
C 3.007 2.159 -1.429 -0.23 0.29 -0.18
C 3.961 3.250 -1.915 0.32 0.34 0.15
H 3.317 1.776 -0.443 0.03 -0.15 -0.37
H 2.009 2.599 -1.265 0.40 -0.16 -0.10
H 3.967 4.066 -1.176 0.02 -0.22 -0.25
H 5.002 2.913 -2.018 -0.38 -0.03 -0.02
H 3.632 3.682 -2.865 0.09 -0.11 0.10
C 3.308 0.787 -4.303 -0.52 0.50 -0.41
C 4.772 0.705 -4.704 0.61 0.01 -0.09
H 2.880 1.714 -4.720 0.38 -0.50 0.20
H 2.764 -0.029 -4.811 0.00 0.16 0.28
H 4.848 0.899 -5.785 -0.12 -0.06 0.35
H 5.392 1.458 -4.205 -0.12 -0.20 -0.07
H 5.193 -0.291 -4.539 -0.03 0.19 0.03
C 3.724 -0.609 -1.743 -0.58 -0.33 -0.15
C 5.201 -0.299 -1.551 0.51 0.02 0.02
H 3.575 -1.515 -2.345 0.13 0.09 0.16
H 3.239 -0.779 -0.774 0.09 0.01 -0.20
H 5.703 -1.171 -1.119 -0.13 0.10 -0.07
H 5.712 -0.073 -2.491 -0.12 -0.01 0.29
H 5.357 0.529 -0.856 -0.01 0.03 -0.11
C 0.619 -2.700 -0.267 0.13 0.39 0.33
C 2.046 -3.159 -0.529 0.43 -0.25 0.11
H -0.044 -3.577 -0.279 0.05 0.37 -0.05
H 0.538 -2.233 0.722 -0.06 -0.35 -0.09
H 2.192 -4.166 -0.112 -0.05 0.28 -0.18
H 2.297 -3.208 -1.597 -0.07 -0.06 0.34
H 2.773 -2.510 -0.027 -0.12 -0.21 -0.21
C -0.186 -2.619 -2.916 0.23 0.29 0.04
C -1.163 -2.151 -3.984 -0.05 -0.16 -0.39
H -0.413 -3.632 -2.558 0.09 0.16 -0.18
H 0.846 -2.615 -3.300 -0.25 -0.17 -0.02
H -0.903 -2.608 -4.943 -0.19 0.07 0.09
H -2.194 -2.431 -3.747 0.14 0.06 -0.08
H -1.133 -1.062 -4.120 0.00 -0.11 -0.06
C -1.909 -1.589 -0.839 -0.35 0.38 -0.12
C -2.202 -2.113 0.573 0.01 -0.06 0.15
H -2.456 -2.198 -1.572 0.07 0.17 0.15
H -2.287 -0.561 -0.923 -0.10 -0.37 0.00
H -3.291 -2.121 0.726 0.29 -0.01 -0.06
H -1.847 -3.139 0.746 -0.16 0.38 -0.10
H -1.769 -1.459 1.346 -0.03 -0.13 -0.16
C 1.818 1.253 3.528 0.74 0.62 -0.32
S 1.639 -0.235 2.534 -1.65 0.84 0.74
C 0.610 -1.218 3.647 0.17 -1.10 -0.13
O 0.789 0.136 1.345 0.74 -0.23 0.41
H 2.260 0.991 4.493 0.02 -0.13 -0.16
H 0.830 1.712 3.648 0.13 -0.26 -0.09
H 2.493 1.918 2.980 -0.11 0.01 0.18
H -0.447 -0.976 3.488 0.35 0.12 -0.19
H 0.807 -2.271 3.413 -0.19 0.15 0.13
H 0.909 -1.016 4.680 0.16 0.06 -0.22

No. 3
80
Properties=species:S:1:pos:R:3:forces:R:3 method="wB97M-V/def2-TZVPD" s2=2.07 relative_energy_kcal_mol=55.3 homo_energy_ha="-0.4525 / -0.4367" total_charge=+2 lumo_energy_ev="-5.224 / -8.896" multiplicity=3 gap_ev="7.09 / 2.99" energy_ha=-5690.08820
N 3.237 1.499 -6.097 0.43 -0.21 -0.28
C 2.693 0.284 -6.000 -0.13 0.04 0.72
C 2.061 -0.153 -4.828 0.24 0.62 0.20
C 1.968 0.747 -3.737 -0.64 0.30 -0.32
C 2.537 2.025 -3.867 0.13 -0.26 -0.25
C 3.213 2.326 -5.056 -0.39 -0.28 0.44
C 1.053 0.472 -2.596 0.82 -0.69 -0.50
Ti 0.370 -0.139 -0.783 0.28 -0.59 0.44
P -2.722 -0.072 2.477 -0.88 0.48 -1.56
C 0.377 1.552 -1.876 -1.15 0.18 -0.25
C -1.094 1.680 -1.815 0.11 0.79 -0.19
C -1.663 2.836 -1.197 -0.45 -0.28 -0.28
C -3.034 3.083 -1.241 0.07 -0.10 0.15
C -3.900 2.215 -1.949 1.87 -0.90 0.57
C -3.361 1.039 -2.473 0.27 -0.32 0.22
C -1.977 0.736 -2.360 -0.43 0.00 -0.07
Br -5.728 2.471 -1.949 -0.72 0.25 -0.07
H 0.574 -0.545 -2.716 -0.14 1.13 -0.74
H 0.904 2.493 -1.727 0.10 -0.33 -0.04
H 1.586 -1.136 -4.794 0.15 0.25 0.05
H 2.389 2.790 -3.089 0.34 -0.47 -0.51
H 2.758 -0.371 -6.879 -0.06 0.39 0.36
H 3.734 3.277 -5.171 -0.23 -0.15 -0.07
H -0.980 3.553 -0.738 -0.29 -0.10 -0.03
H -1.556 -0.191 -2.801 -0.53 0.71 -0.02
H -3.476 3.915 -0.684 0.30 -0.08 -0.44
H -4.025 0.325 -2.960 0.18 0.18 0.09
P 2.127 0.064 0.964 0.80 0.75 1.75
C -4.255 -0.191 1.511 -0.43 -0.62 0.57
C -5.459 0.430 2.218 -0.41 0.14 0.13
H -4.431 -1.258 1.330 -0.07 0.16 -0.04
H -4.058 0.302 0.551 0.16 -0.08 0.05
H -6.333 0.371 1.563 0.13 0.02 0.13
H -5.685 -0.111 3.143 -0.01 0.11 -0.19
H -5.314 1.487 2.474 0.04 -0.24 -0.14
C -2.072 1.515 1.979 0.64 0.31 0.27
C -2.403 2.572 3.041 -0.03 0.34 0.29
H -2.543 1.732 1.009 0.17 0.01 0.18
H -0.991 1.401 1.819 -0.19 0.19 0.06
H -1.897 3.517 2.825 -0.07 -0.18 -0.03
H -3.481 2.777 3.091 0.29 -0.08 -0.06
H -2.088 2.234 4.037 -0.01 0.19 -0.22
C -1.752 -1.539 2.165 0.60 -0.11 0.28
C -2.202 -2.538 3.251 -0.17 -0.26 0.17
H -0.683 -1.286 2.243 -0.32 -0.09 0.02
H -1.960 -1.876 1.140 -0.01 0.08 0.15
H -1.455 -3.312 3.453 -0.15 0.15 -0.11
H -2.383 -1.995 4.189 0.14 -0.35 -0.07
H -3.147 -3.021 2.972 0.24 0.07 0.07
C 2.320 -1.326 2.150 -0.23 -0.56 -0.43
C 3.471 -1.393 3.155 0.28 -0.03 0.19
H 2.294 -2.223 1.521 0.08 -0.17 0.28
H 1.372 -1.304 2.704 0.08 -0.12 -0.05
H 4.449 -1.590 2.700 -0.34 0.14 -0.01
H 3.567 -0.499 3.782 -0.09 -0.10 -0.23
H 3.280 -2.227 3.842 0.03 0.15 -0.13
C 1.765 1.368 2.204 0.11 -0.44 -0.03
C 1.769 2.709 1.511 -0.09 0.72 0.30
H 2.542 1.294 2.982 -0.25 0.18 -0.22
H 0.805 1.125 2.682 0.23 0.19 -0.01
H 2.662 2.827 0.891 -0.16 0.11 0.13
H 0.895 2.835 0.864 0.07 -0.02 0.04
H 1.774 3.510 2.255 -0.06 0.06 -0.21
C 3.829 0.539 0.489 -0.01 0.29 -0.29
C 4.548 -0.656 -0.124 0.15 -0.19 -0.31
H 4.355 0.939 1.373 -0.21 -0.26 -0.22
H 3.775 1.379 -0.231 -0.06 -0.52 0.22
H 5.415 -0.310 -0.690 -0.05 -0.18 0.02
H 4.897 -1.358 0.638 -0.03 0.12 -0.11
H 3.889 -1.215 -0.809 0.23 0.24 0.08
C 0.611 -4.593 -2.109 -0.41 -0.04 -0.18
S -0.421 -3.533 -1.046 1.97 1.06 0.19
C -0.034 -4.309 0.562 -0.06 0.06 0.11
O 0.327 -2.110 -1.016 -1.41 -2.69 0.33
H 0.132 -5.586 -2.060 0.17 0.32 -0.03
H 1.667 -4.665 -1.817 -0.43 0.29 0.20
H 0.521 -4.214 -3.137 0.00 -0.06 0.36
H 1.051 -4.409 0.735 -0.48 0.20 -0.28
H -0.497 -3.683 1.345 0.26 -0.30 -0.42
H -0.504 -5.310 0.587 0.15 0.49 -0.18